Density functional theory data (wB97M-V/def2-TZVPD) for a 2-piece molecular cluster, CH6NO overall.

The total energy is -171.64485 Eh. As for the energy relative to the best compared isomer or geometry (same formula, charge and spin): 64.94 kJ/mol. The gap between HOMO and LUMO comes out at 6.67 eV.

```
! RIJCOSX wB97M-V def2-TZVPD def2/J DEFGRID3
* xyz -1 1
O 0.28 -1.86 -2.00
H 0.83 -1.18 -2.46
C -0.27 0.78 1.05
N 0.22 0.11 -0.08
H -0.92 0.12 1.84
H -1.00 1.63 0.71
H 0.49 1.34 1.70
H 0.72 -0.74 0.15
H -0.36 -0.19 -0.90
*
```

Results of the Löwdin charge analysis, in e, for atoms 1 through 5: atom 1 (O): -0.66, atom 2 (H): -0.17, atom 3 (C): -0.32, atom 4 (N): -0.12, atom 5 (H): 0.07


Density functional theory data (wB97M-V/def2-TZVPD) for a 3-piece molecular cluster, C5H9NOS overall.

Its SMILES is C=C1CC1.N=C=O.S. The total energy is -723.99652 Eh. As for the energy relative to the best compared isomer or geometry (same formula, charge and spin): 323.68 kJ/mol. The gap between HOMO and LUMO comes out at 10.25 eV.

```
! RIJCOSX wB97M-V def2-TZVPD def2/J DEFGRID3
* xyz 0 1
C -2.34 -0.49 1.30
C -1.90 0.03 0.17
C -2.06 0.08 -1.32
C -1.06 0.97 -0.55
H -1.76 -0.33 2.27
H -3.24 -1.16 1.30
H -2.88 0.66 -1.79
H -1.67 -0.72 -1.87
H 0.01 1.17 -0.59
H -1.47 1.94 -0.44
N 1.23 -1.12 1.12
C 1.81 -1.95 0.49
O 2.59 -2.54 -0.20
H 0.33 -1.04 1.60
S 4.09 1.09 0.03
H 3.76 1.04 -1.33
H 4.56 2.38 -0.19
*
```

Results of the Löwdin charge analysis, in e, for atoms 1 through 5: atom 1 (C): 0.02, atom 2 (C): -0.34, atom 3 (C): -0.07, atom 4 (C): -0.13, atom 5 (H): 0.07


Density functional theory data (wB97M-V/def2-TZVPD) for C13H15F3NPdS6Sb as an isolated structure.

The total energy is -3615.95941 Eh. As for the energy relative to the best compared isomer or geometry (same formula, charge and spin): 212.52 kJ/mol. The gap between HOMO and LUMO (alpha / beta) comes out at 6.13 / 6.13 eV.

```
! RIJCOSX wB97M-V def2-TZVPD def2/J DEFGRID3
* xyz 0 1
Pd 0.18 -0.09 0.04
F 2.12 -4.47 2.04
C 1.20 -4.22 2.98
F 0.99 -5.37 3.64
F 1.74 -3.36 3.86
C -0.08 -3.68 2.40
C -1.27 -4.36 2.57
C -2.44 -3.87 2.00
C -2.35 -2.70 1.27
N -1.22 -2.02 1.12
C -0.10 -2.49 1.67
S 1.32 -1.48 1.36
H -1.29 -5.28 3.14
H -3.38 -4.38 2.11
H -3.23 -2.28 0.79
C 2.03 2.78 -3.41
S 1.98 2.84 -1.60
C 3.24 1.68 -1.23
C 3.12 0.34 -1.19
S 1.68 -0.60 -1.52
S 4.57 -0.55 -0.83
C 5.65 0.80 -0.68
S 7.26 0.66 -0.41
S 4.84 2.31 -0.93
H 1.22 3.41 -3.76
H 1.86 1.76 -3.75
H 2.97 3.15 -3.80
C -3.87 1.41 0.14
Sb -1.78 1.78 -0.08
C -1.79 1.92 -2.22
C -1.78 3.87 0.33
H -4.44 2.24 -0.27
H -4.13 1.26 1.19
H -4.10 0.50 -0.41
H -2.19 2.88 -2.53
H -2.42 1.12 -2.62
H -0.78 1.80 -2.61
H -2.32 4.39 -0.45
H -0.75 4.23 0.37
H -2.25 4.06 1.29
*
```

Results of the Löwdin charge analysis, in e, for atoms 1 through 5: atom 1 (Pd): 0.08, atom 2 (F): 0.14, atom 3 (C): -0.61, atom 4 (F): 0.13, atom 5 (F): 0.13


Density functional theory data (wB97M-V/def2-TZVPD) for a 3-piece molecular cluster, CH6O3 overall.

Its SMILES is C=O.O.O. The total energy is -267.37961 Eh. As for the energy relative to the best compared isomer or geometry (same formula, charge and spin): 20.16 kJ/mol. The gap between HOMO and LUMO comes out at 11.18 eV.

```
! RIJCOSX wB97M-V def2-TZVPD def2/J DEFGRID3
* xyz 0 1
C 0.16 -0.98 -1.19
O 0.07 -0.20 -0.29
H 0.87 -1.83 -1.27
H -0.57 -0.90 -2.09
O 0.47 2.90 -0.63
H -0.14 2.32 -0.16
H 0.53 3.69 -0.07
O -0.15 -1.92 1.92
H -0.17 -1.00 1.63
H -1.09 -2.07 2.16
*
```

Results of the Löwdin charge analysis, in e, for atoms 1 through 5: atom 1 (C): -0.13, atom 2 (O): -0.02, atom 3 (H): 0.09, atom 4 (H): 0.10, atom 5 (O): -0.07


Density functional theory data (wB97M-V/def2-TZVPD) for C26H33O2S3Tc as an isolated structure.

The total energy is -2436.15325 Eh. As for the energy relative to the best compared isomer or geometry (same formula, charge and spin): 0.00 kJ/mol. The gap between HOMO and LUMO (alpha / beta) comes out at 7.12 / 7.37 eV.

```
! RIJCOSX wB97M-V def2-TZVPD def2/J DEFGRID3
* xyz 1 2
Tc -0.43 1.38 0.00
C -2.68 1.12 0.21
C -2.40 1.22 -1.17
C -1.76 2.48 -1.42
C -1.76 3.21 -0.20
C -2.27 2.35 0.83
C -2.52 2.72 2.25
C -1.38 4.64 -0.04
C -1.34 2.99 -2.76
C -2.81 0.29 -2.27
C -3.41 0.02 0.92
H -3.53 3.15 2.34
H -1.80 3.46 2.59
H -2.46 1.86 2.91
H -2.27 5.26 -0.16
H -0.64 4.94 -0.77
H -0.97 4.83 0.95
H -2.20 3.40 -3.30
H -0.91 2.19 -3.36
H -0.59 3.77 -2.66
H -3.63 0.75 -2.82
H -3.17 -0.67 -1.89
H -2.00 0.11 -2.97
H -2.98 -0.18 1.90
H -3.40 -0.90 0.34
H -4.46 0.30 1.07
O 0.50 0.37 -1.62
S 0.82 -1.00 -2.20
C 2.10 -1.85 -1.20
C 1.75 -2.86 -0.10
C 2.53 -2.69 1.22
C 1.71 -2.15 2.38
S 1.21 -0.42 2.27
O 0.56 -0.40 0.88
C 2.86 0.27 2.17
C 3.36 0.77 0.98
C 4.66 1.26 0.95
C 5.43 1.25 2.11
C 4.90 0.76 3.30
C 3.61 0.27 3.33
C -0.55 -2.12 -2.03
C -0.81 -2.87 -3.17
C -1.84 -3.80 -3.15
C -2.61 -3.96 -2.00
C -2.35 -3.19 -0.88
C -1.32 -2.26 -0.88
H 2.72 -1.04 -0.84
H 2.68 -2.34 -2.00
H 1.95 -3.86 -0.50
H 0.69 -2.85 0.12
H 3.42 -2.08 1.08
H 2.89 -3.67 1.53
H 2.26 -2.21 3.32
H 0.78 -2.71 2.51
H 2.73 0.82 0.11
H 5.06 1.66 0.04
H 6.44 1.64 2.09
H 5.50 0.78 4.20
H 3.18 -0.09 4.27
H -0.22 -2.72 -4.07
H -2.05 -4.39 -4.03
H -3.41 -4.68 -1.99
H -2.95 -3.31 0.01
H -1.12 -1.65 -0.02
S 0.72 2.60 1.29
*
```

Results of the Löwdin charge analysis, in e, for atoms 1 through 5: atom 1 (Tc): 1.07, atom 2 (C): -0.29, atom 3 (C): -0.28, atom 4 (C): -0.31, atom 5 (C): -0.35


Density functional theory data (wB97M-V/def2-TZVPD) for C3H4OS in the gas phase.

Its SMILES is CC(=O)C=S. The total energy is -590.08226 Eh. As for the energy relative to the best compared isomer or geometry (same formula, charge and spin): 111.31 kJ/mol. The gap between HOMO and LUMO comes out at 8.11 eV.

```
! RIJCOSX wB97M-V def2-TZVPD def2/J DEFGRID3
* xyz 0 1
C -0.89 -0.73 -0.16
C -0.25 0.66 0.01
O -0.93 1.65 -0.18
C 1.25 0.58 0.35
S 2.46 -0.13 -0.46
H -2.03 -0.52 -0.21
H -0.46 -1.46 0.55
H -0.63 -1.10 -1.25
H 1.48 1.06 1.35
*
```

Results of the Löwdin charge analysis, in e, for atoms 1 through 5: atom 1 (C): -0.05, atom 2 (C): -0.51, atom 3 (O): 0.07, atom 4 (C): -0.58, atom 5 (S): 0.70


Density functional theory data (wB97M-V/def2-TZVPD) for C5H9NO2 in the gas phase.

Its SMILES is C=CC[C@@H](N)C(=O)O. The total energy is -401.13669 Eh. As for the energy relative to the best compared isomer or geometry (same formula, charge and spin): 105.19 kJ/mol. The gap between HOMO and LUMO comes out at 10.00 eV.

```
! RIJCOSX wB97M-V def2-TZVPD def2/J DEFGRID3
* xyz 0 1
C -2.10 -0.81 2.08
C -1.24 -0.10 1.37
C -0.11 -0.60 0.52
C 0.23 0.35 -0.65
N 0.72 1.63 -0.20
C 1.26 -0.35 -1.52
O 1.67 -1.47 -1.46
O 1.72 0.49 -2.50
H -2.32 -1.87 1.96
H -2.82 -0.27 2.68
H -1.31 0.98 1.28
H 0.73 -0.79 1.20
H -0.28 -1.56 0.03
H -0.72 0.43 -1.19
H 0.62 2.39 -0.84
H 1.62 1.60 0.26
H 2.32 -0.07 -3.04
*
```

Results of the Löwdin charge analysis, in e, for atoms 1 through 5: atom 1 (C): -0.01, atom 2 (C): -0.19, atom 3 (C): -0.17, atom 4 (C): -0.32, atom 5 (N): 0.07


Density functional theory data (wB97M-V/def2-TZVPD) for C15H25Cl2IrN3SSbSe6 as an isolated structure.

The total energy is -16822.29421 Eh. The gap between HOMO and LUMO (alpha / beta) comes out at 3.98 / 3.97 eV.

```
! RIJCOSX wB97M-V def2-TZVPD def2/J DEFGRID3
* xyz 1 2
Ir -0.21 0.24 1.06
C -1.44 0.54 4.40
Se 0.18 0.02 3.47
C 0.19 -1.90 3.79
C -0.79 -2.67 2.91
Se -0.45 -2.37 0.99
C -2.14 -3.04 0.32
H -1.32 0.28 5.46
H -2.32 0.05 3.98
H -1.55 1.62 4.32
H -0.04 -2.05 4.85
H 1.22 -2.22 3.60
H -1.82 -2.38 3.12
H -0.68 -3.74 3.09
H -2.96 -2.67 0.94
H -2.11 -4.12 0.32
H -2.27 -2.67 -0.70
Se -4.29 2.97 2.17
Sb -2.30 3.71 0.91
Se -1.87 6.04 1.73
Se -2.65 3.82 -1.53
Se -0.08 2.56 1.60
Cl -3.11 0.17 0.72
C -2.98 0.21 -1.00
C -4.09 0.09 -1.80
C -3.93 0.09 -3.18
C -2.67 0.25 -3.74
C -1.56 0.39 -2.94
Cl -0.02 0.61 -3.63
C -1.66 0.36 -1.51
N -0.61 0.44 -0.74
H -5.07 0.00 -1.36
H -4.79 -0.04 -3.82
H -2.56 0.27 -4.82
C 3.86 -2.77 -1.49
C 2.49 -2.16 -1.77
N 2.57 -0.73 -1.98
C 2.53 0.20 -1.03
S 2.39 -0.28 0.61
N 2.64 1.48 -1.37
C 2.70 2.61 -0.48
C 4.07 3.28 -0.53
H 3.76 -3.83 -1.32
H 4.30 -2.32 -0.60
H 4.54 -2.61 -2.32
H 1.82 -2.34 -0.92
H 2.06 -2.60 -2.66
H 2.68 -0.42 -2.94
H 2.69 1.70 -2.36
H 2.52 2.25 0.54
H 1.92 3.32 -0.76
H 4.84 2.60 -0.19
H 4.05 4.14 0.13
H 4.32 3.62 -1.53
*
```

Results of the Löwdin charge analysis, in e, for atoms 1 through 5: atom 1 (Ir): 0.44, atom 2 (C): -0.33, atom 3 (Se): 0.78, atom 4 (C): -0.50, atom 5 (C): -0.49


Density functional theory data (wB97M-V/def2-TZVPD) for C13H22N3O10P2Ru as an isolated structure.

The total energy is -2202.96685 Eh. As for the energy relative to the best compared isomer or geometry (same formula, charge and spin): 563.58 kJ/mol. The gap between HOMO and LUMO (alpha / beta) comes out at 7.73 / 7.88 eV.

```
! RIJCOSX wB97M-V def2-TZVPD def2/J DEFGRID3
* xyz 0 2
Ru -1.83 -0.80 0.03
N -3.61 -1.19 -1.31
C -3.72 -0.73 -2.70
C -3.47 0.76 -2.75
C -2.05 1.04 -2.31
O -1.20 1.31 -3.14
O -1.83 0.97 -1.01
H -3.76 -2.19 -1.21
H -4.29 -0.72 -0.72
H -4.71 -0.95 -3.11
H -3.00 -1.27 -3.31
H -4.16 1.27 -2.08
H -3.61 1.13 -3.77
O -3.97 -0.38 1.36
P -3.68 -1.84 2.05
O -4.86 -2.42 2.68
O -2.97 -2.52 0.88
O -2.56 -1.50 3.15
P -1.18 -0.57 3.09
O -0.41 -2.42 1.36
O -1.38 0.30 1.80
O -0.09 -1.75 2.61
H -4.44 0.21 1.96
H -1.14 -3.02 1.58
C 4.99 0.69 2.29
C 4.54 1.64 1.19
N 3.26 1.25 0.57
C 2.08 2.04 0.94
C 1.75 1.93 2.42
C 3.32 0.30 -0.38
O 4.38 -0.23 -0.73
C 2.07 -0.13 -1.09
C 2.11 -0.14 -2.48
C 1.03 -0.65 -3.18
C -0.05 -1.12 -2.48
N -0.08 -1.14 -1.15
C 0.97 -0.65 -0.46
H 5.94 1.03 2.71
H 5.13 -0.31 1.88
H 4.25 0.63 3.09
H 5.29 1.65 0.40
H 4.42 2.66 1.57
H 1.23 1.72 0.34
H 2.29 3.08 0.69
H 1.63 0.89 2.72
H 0.81 2.45 2.62
H 2.53 2.39 3.04
H 2.98 0.24 -2.99
H 1.03 -0.68 -4.26
H -0.92 -1.52 -2.99
H 0.93 -0.75 0.62
*
```

Results of the Löwdin charge analysis, in e, for atoms 1 through 5: atom 1 (Ru): 1.44, atom 2 (N): -0.03, atom 3 (C): -0.22, atom 4 (C): -0.10, atom 5 (C): -0.63


Density functional theory data (wB97M-V/def2-TZVPD) for a 8-piece molecular cluster, C34H42N6O6 overall.

Its SMILES is O=C1OCCO1.O=C1OCCO1.c1ccncc1.c1ccncc1.c1ccncc1.c1ccncc1.CCCC#N.CCCC#N. The total energy is -2100.56997 Eh. As for the energy relative to the best compared isomer or geometry (same formula, charge and spin): 37.13 kJ/mol. The gap between HOMO and LUMO comes out at 9.91 eV.

```
! RIJCOSX wB97M-V def2-TZVPD def2/J DEFGRID3
* xyz 0 1
O 0.56 3.99 -9.92
C 0.98 2.93 -9.51
O 2.14 2.34 -9.81
C 2.57 1.51 -8.74
C 1.27 1.23 -8.04
O 0.44 2.17 -8.54
H 3.06 0.61 -9.12
H 3.17 2.06 -8.02
H 1.29 1.41 -6.97
H 1.01 0.19 -8.27
O 3.09 4.90 -3.81
C 2.76 5.97 -4.26
O 1.45 6.41 -3.91
C 1.09 7.40 -4.82
C 2.40 7.90 -5.37
O 3.24 6.77 -5.32
H 0.42 7.07 -5.62
H 0.50 8.08 -4.20
H 2.77 8.80 -4.89
H 2.40 8.03 -6.46
C -2.06 0.37 0.07
C -2.46 -0.53 -0.95
C -2.97 -1.77 -0.67
N -3.25 -2.12 0.63
C -2.93 -1.26 1.63
C -2.32 -0.05 1.38
H -1.41 1.21 -0.14
H -2.18 -0.26 -1.95
H -3.17 -2.45 -1.49
H -3.09 -1.70 2.60
H -2.10 0.62 2.20
C -6.63 -12.73 -3.29
C -6.59 -11.36 -3.15
C -5.62 -10.84 -2.23
N -4.84 -11.64 -1.47
C -5.02 -12.96 -1.57
C -5.85 -13.51 -2.47
H -7.24 -13.10 -4.11
H -7.33 -10.71 -3.59
H -5.58 -9.77 -2.17
H -4.58 -13.59 -0.81
H -5.88 -14.59 -2.57
C 5.85 8.90 3.67
C 4.72 8.06 3.52
C 3.91 8.20 2.39
N 4.16 9.13 1.40
C 5.22 9.92 1.61
C 6.11 9.79 2.67
H 6.43 8.85 4.58
H 4.54 7.20 4.15
H 3.14 7.47 2.17
H 5.64 10.44 0.77
H 6.96 10.44 2.78
C 2.90 -4.30 -4.79
C 3.09 -5.04 -5.92
C 2.86 -6.41 -5.90
N 2.36 -7.07 -4.78
C 2.08 -6.26 -3.65
C 2.32 -4.89 -3.62
H 3.17 -3.26 -4.85
H 3.62 -4.60 -6.76
H 3.19 -6.96 -6.77
H 1.50 -6.67 -2.84
H 2.07 -4.23 -2.80
C -0.60 9.62 10.95
C -0.98 10.39 9.61
C -0.31 9.93 8.37
C -0.75 8.53 8.11
N -1.10 7.46 7.83
H -1.17 9.97 11.81
H 0.42 9.49 11.31
H -0.84 8.56 10.98
H -0.80 11.45 9.80
H -2.06 10.47 9.51
H 0.78 9.90 8.50
H -0.73 10.48 7.53
C -1.16 -9.30 4.62
C -2.47 -8.74 5.34
C -2.31 -8.07 6.75
C -1.13 -7.20 6.92
N -0.22 -6.53 7.15
H -0.77 -8.55 3.92
H -1.41 -10.17 4.01
H -0.38 -9.67 5.29
H -3.18 -9.57 5.37
H -2.63 -7.98 4.58
H -2.38 -8.86 7.50
H -3.13 -7.36 6.90
*
```

Results of the Löwdin charge analysis, in e, for atoms 1 through 5: atom 1 (O): 0.16, atom 2 (C): -0.54, atom 3 (O): 0.07, atom 4 (C): -0.11, atom 5 (C): -0.18


Density functional theory data (wB97M-V/def2-TZVPD) for a 2-piece molecular cluster, C3H9OSi overall.

The total energy is -483.91725 Eh. As for the energy relative to the best compared isomer or geometry (same formula, charge and spin): 564.81 kJ/mol. The gap between HOMO and LUMO (alpha / beta) comes out at 7.46 / 8.91 eV.

```
! RIJCOSX wB97M-V def2-TZVPD def2/J DEFGRID3
* xyz 1 1
C 2.57 -0.67 -0.90
C -1.11 1.08 -0.69
C -1.14 -1.14 0.69
O 1.44 0.36 0.61
Si -0.07 0.53 0.83
H 2.89 -1.52 -0.40
H 2.76 0.33 -1.27
H -2.12 0.86 -0.78
H -0.75 2.14 -0.65
H -0.44 0.65 -1.44
H -1.37 -1.46 -0.25
H -0.39 -1.66 1.22
H -2.08 -1.03 1.18
H -0.18 1.53 1.84
*
```

Results of the Löwdin charge analysis, in e, for atoms 1 through 5: atom 1 (C): 0.47, atom 2 (C): -0.06, atom 3 (C): -0.02, atom 4 (O): -0.31, atom 5 (Si): 0.48


Density functional theory data (wB97M-V/def2-TZVPD) for C13H33ClIN2OP2ReS as an isolated structure.

The total energy is -2615.87479 Eh. The gap between HOMO and LUMO (alpha / beta) comes out at 5.78 / 6.26 eV.

```
! RIJCOSX wB97M-V def2-TZVPD def2/J DEFGRID3
* xyz 3 4
C 2.57 4.18 -5.46
C 2.26 2.92 -4.67
H 3.07 3.89 -6.40
H 3.24 4.86 -4.91
H 1.67 4.76 -5.70
O 2.53 1.81 -5.06
I 1.21 2.87 -2.59
Re 0.30 1.08 -0.46
P -1.55 0.48 -1.63
C -2.06 -1.27 -1.77
C -3.06 1.30 -0.91
H -3.80 1.36 -1.71
H -2.69 1.03 -3.70
H -2.80 2.30 -0.56
H -1.37 2.19 -3.38
H -1.91 -1.81 -0.83
H -3.48 0.73 -0.07
C -1.66 1.13 -3.34
H -3.11 -1.36 -2.08
H -0.98 0.57 -3.99
H -1.42 -1.75 -2.53
P 2.42 0.72 0.32
C 3.11 -0.95 0.61
C 3.71 1.62 -0.63
H 2.13 2.51 1.97
H 3.73 1.73 2.08
H 2.30 0.94 2.80
C 2.66 1.55 1.96
H 3.39 2.65 -0.84
H 4.63 1.65 -0.04
H 4.02 -0.89 1.21
H 3.34 -1.40 -0.36
H 3.88 1.12 -1.59
H 2.39 -1.60 1.11
Cl -0.06 3.27 0.08
C -3.50 -1.33 1.50
N -2.29 -2.07 1.88
C -2.34 -3.52 1.70
C -1.13 -1.47 2.25
S -0.53 0.08 1.53
N -0.46 -2.01 3.24
C -1.05 -2.99 4.16
C 0.90 -1.58 3.56
H -4.37 -1.87 1.85
H -3.54 -1.23 0.41
H -3.47 -0.34 1.97
H -1.34 -3.96 1.77
H -3.00 -3.99 2.45
H -2.73 -3.75 0.69
H -0.58 -3.98 3.97
H -0.83 -2.68 5.18
H -2.13 -3.08 4.06
H 1.52 -1.69 2.66
H 0.92 -0.53 3.88
H 1.30 -2.21 4.36
*
```

Results of the Löwdin charge analysis, in e, for atoms 1 through 5: atom 1 (C): -0.01, atom 2 (C): -0.55, atom 3 (H): 0.12, atom 4 (H): 0.11, atom 5 (H): 0.11